Here is a structure of composition C23H21IN3O4RuS2Se at a distorted geometry from the OMol25 dataset. Energies are from ωB97M-V/def2-TZVPD.

Output
- molar mass (g/mol) = 774.506
- 2S+1 = 2
- energy above the lowest of the compared OMol25 structures with the same formula, charge and spin (kcal/mol) = 10.83
- orbital gap (spin up / spin down) (eV) = 5.8 / 5.4
- expectation value of S² = 0.803
- E_LUMO (spin up / spin down) (eV) = 4.15 / 4.16
- charge = -2

Last column: Löwdin spin population.
Atoms and positions in Å:
1 Ru 0.817 -0.062 0.075  0.95
2 C -0.404 -2.137 -4.829  0.00
3 S 0.001 -0.381 -4.736  0.00
4 C 0.016 -0.129 -2.968  0.00
5 S 0.711 -1.254 -1.917  0.03
6 N -0.501 0.997 -2.595  0.01
7 N -0.404 1.150 -1.239  0.01
8 C -1.087 2.141 -0.737  -0.05
9 C -1.284 2.103 0.680  -0.01
10 C -1.863 3.152 1.401  -0.01
11 C -2.012 3.019 2.762  -0.01
12 C -1.574 1.846 3.369  -0.01
13 C -1.015 0.853 2.594  0.00
14 N -0.887 0.948 1.264  0.02
15 H -0.212 -2.453 -5.854  0.00
16 H -1.450 -2.318 -4.586  0.00
17 H 0.229 -2.713 -4.157  0.00
18 H -1.586 2.869 -1.366  0.00
19 H -2.142 4.062 0.886  0.00
20 H -2.428 3.829 3.350  0.00
21 H -1.614 1.705 4.439  0.00
22 H -0.616 -0.045 3.042  0.00
23 C -0.400 -7.051 1.613  0.00
24 C -1.514 -6.243 1.441  0.00
25 C -1.362 -4.889 1.192  0.00
26 C -0.100 -4.284 1.106  0.00
27 C 1.014 -5.120 1.276  0.00
28 C 0.861 -6.474 1.525  0.00
29 C -0.051 -2.840 0.825  -0.01
30 C 1.002 -2.012 0.713  0.00
31 C 2.401 -2.347 0.993  0.01
32 C 3.366 -2.408 -0.015  0.01
33 C 4.712 -2.556 0.293  0.00
34 C 5.126 -2.628 1.613  0.01
35 C 4.179 -2.557 2.626  0.00
36 C 2.837 -2.421 2.322  0.01
37 H -0.509 -8.111 1.809  0.00
38 H -2.511 -6.666 1.500  0.00
39 H -2.240 -4.266 1.056  0.00
40 H 2.009 -4.707 1.209  0.00
41 H 1.746 -7.087 1.651  0.00
42 H -1.035 -2.415 0.641  0.00
43 H 3.066 -2.328 -1.053  0.00
44 H 5.437 -2.582 -0.512  0.00
45 H 6.180 -2.703 1.853  0.00
46 H 4.488 -2.566 3.664  0.00
47 H 2.105 -2.323 3.112  0.00
48 I 3.072 1.543 -2.422  0.01
49 C 2.298 1.318 -0.381  -0.01
50 H 1.940 2.313 -0.131  0.00
51 H 3.207 1.114 0.181  0.00
52 O 1.486 2.817 2.189  0.00
53 Se 2.163 1.497 2.865  0.00
54 O 1.655 1.265 4.396  0.00
55 O 1.541 0.132 2.026  0.02
56 O 3.775 1.474 2.714  0.00